{
  "formula": "C16H20IN3O4PS",
  "method": "ωB97M-V/def2-TZVPD",
  "elements": ["I", "S", "P", "O", "O", "O", "O", "N", "N", "N", "C", "C", "C", "C", "C", "C", "C", "C", "C", "C", "C", "C", "C", "C", "C", "C", "H", "H", "H", "H", "H", "H", "H", "H", "H", "H", "H", "H", "H", "H", "H", "H", "H", "H", "H", "H"],
  "positions_angstrom": [[-2.000, 1.767, -0.042], [1.145, -3.924, 1.341], [-0.740, -3.857, 1.302], [-1.462, -3.848, 2.736], [-5.504, -0.859, -2.870], [-1.460, -5.011, 0.458], [0.321, 0.498, 1.779], [1.166, 4.342, -1.752], [-2.459, -1.057, -0.955], [-1.219, -1.057, 0.841], [3.368, 4.452, -1.571], [3.465, -0.786, 0.353], [2.102, -0.581, 0.526], [-1.864, -0.273, -0.033], [-1.420, -2.387, 0.488], [1.548, 3.266, -0.991], [-4.758, -0.497, -1.730], [2.270, 5.069, -2.105], [3.935, 0.666, 2.209], [4.380, -0.167, 1.190], [1.684, 0.248, 1.551], [-3.274, -0.636, -2.100], [2.910, 3.307, -0.865], [-0.464, -0.601, 2.047], [2.577, 0.881, 2.393], [-2.196, -2.372, -0.640], [3.514, 2.594, -0.329], [-2.558, -3.194, -1.237], [0.226, 4.571, -2.014], [-2.867, 0.308, -2.458], [-2.402, -3.624, 2.705], [2.199, 1.528, 3.176], [-1.203, -0.332, 2.806], [3.799, -1.439, -0.444], [4.387, 4.782, -1.675], [-6.348, -1.236, -2.604], [-4.979, -1.141, -0.870], [1.396, -1.073, -0.135], [5.439, -0.333, 1.036], [2.181, 5.957, -2.706], [0.117, -1.462, 2.388], [0.823, 2.564, -0.614], [-2.282, -5.344, 0.845], [-3.166, -1.398, -2.871], [-4.965, 0.535, -1.428], [4.641, 1.153, 2.869]],
  "atomic_forces_ev_per_a": [[-0.1, 0.0, 0.2], [-0.1, 0.0, 0.1], [0.3, -0.2, 0.0], [0.0, 0.1, -0.2], [0.0, -0.1, 0.0], [-0.1, 0.3, 0.1], [-0.1, 0.0, 0.0], [0.0, 0.0, 0.0], [0.3, -0.1, 0.4], [-0.1, -0.1, -0.3], [0.0, 0.0, 0.0], [-0.1, -0.1, -0.1], [0.0, 0.0, -0.1], [-0.1, -0.3, -0.3], [-0.5, 0.1, -0.6], [0.0, 0.0, -0.1], [0.1, -0.1, 0.1], [0.0, 0.0, 0.0], [0.0, 0.1, 0.0], [0.1, 0.0, 0.0], [0.0, -0.1, 0.0], [-0.1, 0.1, 0.1], [0.0, 0.0, 0.0], [0.0, 0.1, 0.3], [0.0, 0.0, 0.0], [0.3, 0.1, 0.5], [0.0, 0.0, 0.0], [0.0, 0.1, 0.0], [0.0, 0.0, 0.0], [0.0, -0.1, -0.2], [0.0, 0.0, 0.1], [0.1, -0.1, -0.1], [0.0, 0.1, -0.1], [0.0, 0.0, 0.0], [0.0, 0.0, 0.0], [0.0, 0.1, 0.0], [0.0, 0.0, -0.1], [0.0, 0.1, 0.1], [0.0, 0.0, 0.1], [0.0, 0.0, 0.0], [0.0, 0.0, -0.1], [0.1, 0.0, 0.0], [0.1, -0.1, 0.0], [0.0, 0.1, 0.0], [-0.1, 0.0, 0.0], [0.0, 0.0, 0.0]],
  "mulliken_charge": [0.305, -0.267, 0.590, -0.508, -0.499, -0.515, -0.256, 0.043, 0.180, 0.369, -0.946, -0.880, 0.088, 0.077, -0.372, -0.046, -0.267, -0.398, -0.504, -0.604, 0.458, -1.010, 0.187, -0.882, -0.428, -0.103, 0.430, 0.624, 0.160, 0.392, 0.401, 0.431, 0.242, 0.429, 0.392, 0.326, 0.341, 0.469, 0.416, 0.387, 0.476, -0.187, 0.380, 0.405, 0.275, 0.398],
  "homo_ha": -0.376,
  "charge": 1,
  "e_tot_ha": -2123.97886
}



{
  "formula": "C16H20IrN2O10P",
  "method": "ωB97M-V/def2-TZVPD",
  "elements": ["Ir", "P", "O", "O", "O", "O", "O", "O", "O", "O", "O", "O", "N", "N", "C", "C", "C", "C", "C", "C", "C", "C", "C", "C", "C", "C", "C", "C", "C", "C", "H", "H", "H", "H", "H", "H", "H", "H", "H", "H", "H", "H", "H", "H", "H", "H", "H", "H", "H", "H"],
  "positions_angstrom": [[-0.287, 0.120, -0.334], [-0.889, -3.201, -0.849], [-3.246, -0.594, 2.723], [-0.298, -1.894, -1.330], [2.345, 3.424, -4.576], [-2.024, -0.403, 0.852], [-0.067, 1.965, 1.147], [0.812, -0.734, 1.360], [-0.612, 1.979, -1.499], [4.077, 2.092, -4.953], [0.242, 3.400, -2.992], [0.160, -1.666, 3.303], [2.447, -0.405, -2.062], [1.402, 0.342, -1.725], [3.050, 2.335, -4.370], [-2.372, -0.090, 2.048], [0.298, -0.730, 2.541], [1.420, 1.420, -2.487], [-1.003, 3.490, 2.594], [-1.341, 2.256, 1.741], [0.269, 2.368, -2.329], [-2.593, -3.419, -1.414], [0.079, -4.563, -1.556], [-0.884, -3.392, 0.942], [3.158, 0.179, -3.036], [0.668, 1.788, 2.367], [-0.129, 0.688, 3.077], [0.413, 3.114, 3.108], [-1.568, 1.082, 2.705], [2.534, 1.373, -3.349], [1.527, 3.494, -4.003], [-1.559, -2.651, 1.372], [2.584, -1.296, -1.614], [1.158, 3.857, 2.830], [-2.995, -4.380, -1.097], [-1.732, 3.653, 3.384], [-2.614, -3.349, -2.501], [-0.966, 4.372, 1.956], [4.054, -0.244, -3.455], [1.078, -4.558, -1.123], [-1.211, -4.392, 1.224], [-0.400, -5.519, -1.352], [-2.158, 1.364, 3.573], [0.034, 0.636, 4.151], [0.118, -3.199, 1.325], [0.444, 2.974, 4.186], [-2.090, 2.397, 0.966], [-3.192, -2.613, -0.990], [0.158, -4.413, -2.633], [1.704, 1.545, 2.154]],
  "atomic_forces_ev_per_a": [[2.0, 0.0, 2.7], [-0.7, -1.0, 0.9], [-0.1, -0.5, -0.8], [0.3, 2.3, 0.2], [-0.1, 0.3, -0.1], [0.9, -0.3, -2.4], [0.1, -1.0, -1.8], [-0.2, -0.9, -2.7], [-1.2, -1.1, 0.2], [0.0, 0.0, 0.0], [0.0, 0.0, 0.1], [0.4, -0.2, -0.6], [0.1, -0.3, 0.2], [-1.4, 0.3, 1.3], [0.1, -0.2, 0.1], [0.7, 1.8, 2.0], [-1.2, 1.5, 1.7], [0.1, 0.0, -0.2], [0.2, 0.0, -0.5], [-0.7, 0.5, 0.8], [0.3, -0.2, -0.3], [0.4, 0.2, 0.0], [-0.1, 0.5, 0.0], [0.0, 0.1, -0.5], [0.0, 0.3, -0.2], [0.3, -0.1, 1.1], [0.8, -1.0, -0.6], [0.0, 0.0, -0.4], [-0.9, -0.8, -0.7], [-0.1, -0.1, 0.2], [0.1, -0.1, 0.0], [0.0, -0.1, 0.0], [0.0, 0.0, 0.0], [-0.1, 0.1, 0.0], [0.0, 0.0, 0.0], [0.0, 0.0, 0.0], [0.0, 0.0, 0.0], [0.0, 0.0, 0.1], [0.0, -0.1, 0.0], [0.0, 0.0, 0.0], [0.0, -0.1, -0.1], [0.0, 0.0, 0.0], [0.1, 0.1, 0.0], [0.0, 0.2, 0.0], [0.0, 0.0, 0.0], [0.1, 0.0, 0.0], [0.1, 0.0, 0.0], [0.0, 0.0, 0.0], [0.0, 0.0, 0.0], [-0.1, 0.0, -0.1]],
  "mulliken_charge": [2.187, 1.187, -0.716, -0.896, -0.529, -0.673, -0.557, -0.873, -0.620, -0.597, -0.842, -0.644, -0.184, -0.217, 0.428, 0.140, -0.141, 0.146, -0.976, 0.066, 0.992, -1.223, -1.207, -0.991, -0.360, -0.056, -0.016, -0.972, -0.083, 0.138, 0.453, 0.190, 0.168, 0.365, 0.404, 0.446, 0.364, 0.341, 0.543, 0.354, 0.505, 0.380, 0.650, 0.509, 0.263, 0.360, 0.474, 0.297, 0.363, 0.662],
  "homo_ha": -0.338,
  "e_tot_ha": -1929.37579,
  "de_lowest_kj_mol": 279.55
}



{
  "formula": "C16H20N2O3S",
  "method": "ωB97M-V/def2-TZVPD",
  "elements": ["S", "O", "O", "O", "N", "N", "C", "C", "C", "C", "C", "C", "C", "C", "C", "C", "C", "C", "C", "C", "C", "C", "H", "H", "H", "H", "H", "H", "H", "H", "H", "H", "H", "H", "H", "H", "H", "H", "H", "H", "H", "H"],
  "positions_angstrom": [[1.047, 1.810, 0.569], [0.236, 1.969, 1.749], [1.649, 2.993, 0.015], [-0.062, -1.225, -0.134], [-1.819, 0.017, 0.513], [3.211, -1.280, 1.632], [4.044, 1.006, -0.973], [2.158, -0.435, 1.772], [-3.594, 1.423, -0.491], [0.004, 1.058, -0.743], [-2.460, -1.161, 1.061], [3.432, 0.338, 0.085], [5.181, -1.372, 0.081], [-2.558, 1.254, 0.624], [5.765, -0.697, -0.970], [-3.287, -1.927, 0.016], [2.260, 0.574, 0.858], [5.206, 0.475, -1.487], [-4.555, 0.237, -0.596], [-0.640, -0.148, -0.113], [4.008, -0.846, 0.605], [-3.870, -1.042, -1.089], [-3.072, 1.239, 1.589], [-1.868, 2.097, 0.651], [-5.343, 0.508, -1.302], [-0.672, 1.819, -1.115], [6.678, -1.079, -1.403], [-4.590, -1.645, -1.646], [-2.653, -2.677, -0.458], [0.699, 0.745, -1.517], [-3.074, -0.770, -1.786], [-4.160, 2.334, -0.291], [-5.031, 0.057, 0.370], [5.703, 0.971, -2.308], [-4.094, -2.449, 0.534], [5.617, -2.275, 0.480], [1.399, -0.583, 2.514], [-3.088, 1.549, -1.451], [-3.095, -0.842, 1.890], [-1.680, -1.818, 1.453], [3.613, 1.918, -1.355], [3.358, -2.121, 2.166]],
  "atomic_forces_ev_per_a": [[0.1, 0.1, 0.0], [0.0, -0.4, 0.1], [0.2, -0.3, -0.3], [0.1, -0.2, -0.2], [-0.1, -0.1, 0.2], [-0.2, -0.1, 0.3], [0.1, -0.1, 0.0], [-0.2, 0.2, 0.2], [-0.1, -0.1, 0.4], [0.7, 0.2, 0.7], [0.0, -0.5, 0.0], [0.3, -0.3, -0.1], [0.0, 0.0, 0.0], [-0.2, 0.5, -0.4], [0.0, -0.1, 0.1], [0.1, 0.1, -0.1], [-0.6, 0.5, 0.1], [0.0, 0.1, -0.1], [0.2, 0.1, -0.3], [-0.1, -0.2, 0.0], [0.2, 0.5, -0.6], [-0.2, -0.1, 0.2], [0.1, 0.1, 0.0], [-0.1, -0.1, 0.1], [-0.1, 0.0, 0.1], [0.0, 0.2, 0.1], [0.1, 0.0, 0.0], [0.1, 0.0, -0.1], [0.0, -0.1, 0.1], [0.0, -0.1, -0.1], [0.0, 0.0, -0.1], [0.0, 0.1, 0.0], [-0.1, 0.0, 0.1], [0.0, 0.1, -0.1], [0.0, -0.1, 0.0], [0.1, -0.1, 0.0], [-0.2, -0.1, 0.1], [0.0, 0.1, -0.1], [0.1, 0.0, 0.0], [-0.1, 0.1, 0.1], [0.0, 0.1, -0.1], [-0.1, 0.1, 0.0]],
  "mulliken_charge": [1.488, -0.674, -0.702, -0.675, 0.316, 0.089, -0.402, -0.596, -0.445, -1.030, -0.935, 1.027, -0.823, -0.965, -0.476, -0.699, 0.156, -0.686, -0.811, 0.558, -0.705, -0.612, 0.429, 0.348, 0.390, 0.301, 0.382, 0.392, 0.325, 0.670, 0.234, 0.429, 0.345, 0.394, 0.401, 0.388, 0.461, 0.170, 0.511, 0.363, 0.473, 0.195],
  "homo_ha": -0.310,
  "smiles": "O=C(CS(=O)(=O)c1c[nH]c2ccccc12)N1CCCCCC1",
  "e_tot_ha": -1355.12855,
  "de_lowest_kj_mol": 149.18
}



{
  "formula": "C16H20N2O5",
  "method": "ωB97M-V/def2-TZVPD",
  "elements": ["O", "O", "O", "O", "O", "N", "N", "C", "C", "C", "C", "C", "C", "C", "C", "C", "C", "C", "C", "C", "C", "C", "C", "H", "H", "H", "H", "H", "H", "H", "H", "H", "H", "H", "H", "H", "H", "H", "H", "H", "H", "H", "H"],
  "positions_angstrom": [[0.943, 1.304, -0.490], [2.053, -1.905, -0.334], [-6.166, 1.735, 0.160], [6.555, -1.011, 0.591], [-6.445, -0.514, 0.009], [3.223, -0.021, -0.810], [-0.263, -0.652, -0.233], [-4.259, 0.372, -0.195], [2.266, -0.632, -0.611], [-1.591, -0.062, -0.248], [7.736, -0.040, 0.475], [0.942, -0.017, -0.444], [-7.713, -0.069, 0.262], [-3.871, -0.952, -0.123], [-8.557, -1.376, 0.481], [-3.270, 1.183, -0.327], [-2.438, -1.326, -0.133], [-2.054, 1.165, -0.414], [4.598, -0.438, -0.671], [-5.722, 0.639, 0.079], [5.464, -0.181, 0.551], [5.813, 1.439, 0.596], [7.174, 1.380, -0.064], [8.449, -0.329, -0.213], [8.176, -0.111, 1.409], [4.780, -0.694, 1.418], [-8.129, 0.459, -0.654], [-8.371, -1.950, 1.313], [5.765, 1.561, 1.779], [-8.342, -2.076, -0.314], [-4.663, -1.635, 0.178], [4.519, -1.469, -1.037], [-7.876, 0.675, 1.109], [3.013, 1.083, -0.596], [-1.228, 1.836, -0.550], [-3.614, 2.475, -0.211], [-2.164, -2.264, -0.073], [7.814, 2.105, 0.139], [7.051, 1.268, -1.227], [-9.814, -1.115, 0.717], [0.026, -1.596, -0.051], [5.084, -0.129, -1.426], [5.104, 1.883, 0.181]],
  "atomic_forces_ev_per_a": [[0.2, -4.2, 0.1], [2.0, 2.3, -1.1], [-0.6, 1.0, 0.5], [3.1, 2.5, -1.4], [1.4, 2.1, 0.9], [11.0, 12.3, -0.2], [3.7, 2.4, -0.7], [-3.2, -4.7, 1.1], [-13.4, -13.4, 4.3], [2.0, -11.0, 0.4], [-3.0, 0.7, -1.2], [-3.1, 8.5, -0.3], [-5.7, -1.0, 0.3], [2.9, -2.5, 0.9], [-3.6, 2.6, -0.7], [-9.9, 12.6, 0.6], [-5.4, 10.1, -0.6], [11.4, -0.8, -0.8], [-2.5, -4.1, 2.0], [3.4, -0.4, -2.1], [-4.8, -0.6, 2.5], [5.2, -7.3, 6.7], [-2.7, -5.4, -1.4], [1.2, -1.4, -1.6], [0.8, 0.7, 2.0], [1.2, 2.2, -1.2], [0.5, -0.6, 1.0], [1.1, -0.7, 2.4], [0.6, 0.6, -2.6], [-0.7, 0.1, -0.7], [0.5, -0.5, -0.6], [0.4, -0.6, 1.3], [0.7, -1.2, -0.9], [0.2, -3.0, -1.2], [-0.5, 1.3, 0.1], [0.3, -3.7, -0.6], [1.9, -4.4, 0.4], [2.8, 3.4, 0.9], [0.2, 0.3, 2.2], [3.7, -0.7, -1.4], [-1.1, -1.0, 0.0], [3.5, 3.3, -5.8], [-6.0, 4.3, -3.7]],
  "mulliken_charge": [-0.800, -0.811, -0.538, -0.458, -0.296, 0.003, -0.040, 0.086, 0.176, 0.932, -0.639, 0.837, -0.195, -0.292, -1.207, 0.257, -1.154, -0.842, -1.639, 0.150, 0.336, -0.836, -0.615, 0.367, 0.385, 0.237, 0.274, 0.407, 0.242, 0.322, 0.454, 0.533, 0.324, 0.351, 0.569, 0.018, 0.496, 0.537, 0.203, 0.253, 0.264, 0.715, 0.634],
  "homo_ha": -0.321,
  "e_tot_ha": -1107.03866,
  "de_lowest_kj_mol": 1135.13
}